Computed, not measured: 6 unconnected molecules or ions with the total composition C10H23Cl10N4 in a non-equilibrium geometry, with the ωB97M-V functional and the def2-TZVPD basis.

```
47
Properties=species:S:1:pos:R:3:nbo_charge:R:1
N -1.31904 0.02637 1.91905 -0.9044
C -1.70749 0.74199 0.68922 -0.2389
C -1.28449 0.01551 -0.61142 -0.4393
C -1.01549 -1.46190 -0.44635 -0.0644
C 0.19512 -1.98220 0.33522 -0.2181
N -0.52260 -2.97936 1.17669 -0.5178
C -1.80794 -2.79623 1.14558 0.7401
N -2.68982 -2.98990 2.13486 -0.8542
N -2.17267 -2.32184 -0.08784 -0.5558
H -0.30946 0.12921 2.01719 0.3670
H -1.72377 0.46415 2.73911 0.3721
H -2.77506 0.94813 0.67584 0.1981
H -1.21543 1.72081 0.69159 0.1969
H -0.45448 0.52199 -1.09625 0.2558
H -2.12714 0.10499 -1.30013 0.2255
H -0.79971 -1.78327 -1.47113 0.2225
H 0.71309 -1.24016 0.92701 0.2278
H 0.85289 -2.52477 -0.33204 0.2330
H -0.10230 -3.17843 2.07804 0.4218
H -2.62076 -2.48251 3.00151 0.4448
H -3.46809 -3.60810 1.96353 0.4327
H -3.03784 -1.80837 0.04806 0.4020
C 2.73396 1.09997 -2.01458 -0.3863
Cl 2.13040 -0.49752 -2.48262 -0.0373
Cl 1.92394 1.69458 -0.56012 -0.0318
H 3.79725 1.02909 -1.81692 0.2332
H 2.54923 1.79412 -2.82532 0.2347
C -0.78376 -6.59463 2.32666 -0.3998
Cl -2.10633 -7.31243 3.25079 -0.0096
Cl 0.78702 -6.93565 3.05583 -0.0073
H -0.79899 -6.99811 1.32026 0.2277
H -0.92557 -5.52045 2.29898 0.1902
C 1.24409 1.36212 4.36215 -0.3942
Cl 1.51708 1.14135 2.62481 -0.0257
Cl 1.17191 -0.18747 5.20567 -0.0129
H 2.06036 1.94819 4.76782 0.2400
H 0.30339 1.88251 4.50365 0.2248
C -0.30863 4.81126 -2.17130 -0.3888
Cl -0.48770 4.37101 -0.46748 -0.0325
Cl 0.94029 3.85286 -2.98160 -0.0349
H -1.25403 4.64373 -2.67389 0.2268
H -0.03406 5.85786 -2.23112 0.2292
C 3.02487 5.14627 -5.89581 -0.3929
Cl 1.99043 4.80527 -7.28386 -0.0103
Cl 3.54158 3.66028 -5.08678 -0.0400
H 3.90524 5.67887 -6.23593 0.2293
H 2.47053 5.75079 -5.18663 0.2213
```

The value obtained for the HOMO-LUMO gap is 9.86 eV. As for the charge: +1. Its spin multiplicity is 1.

---

Computed, not measured: 4 unconnected molecules or ions with the total composition C43H60O8S3Si in a non-equilibrium geometry, with the ωB97M-V functional and the def2-TZVPD basis.

```
115
Properties=species:S:1:pos:R:3:lowdin_charge:R:1
C -5.44334 -1.54623 1.74592 -0.0141
C -4.31205 -1.67356 2.75120 -0.1271
C -3.33136 -0.69646 2.88358 -0.1593
C -3.27049 0.56952 2.00953 -0.1235
C -1.80904 0.80497 1.55220 -0.2153
C -1.68835 1.51868 0.18915 -0.1903
C -0.23829 2.10354 0.06615 -0.2174
C 0.51311 1.60285 -1.17344 -0.2091
C 1.92986 2.26406 -1.18437 -0.2223
C 2.51001 2.45167 -2.59924 -0.2570
C 3.06130 1.10389 -3.14176 -0.2276
Si 4.77619 0.63528 -2.47860 0.6213
C 4.67252 -1.02428 -1.55761 -0.1821
C 5.47264 1.88699 -1.23364 -0.1551
C 6.09470 0.42087 -3.82052 -0.2399
C 6.30758 -0.82472 -4.38471 -0.1119
C 7.28083 -1.01894 -5.33902 -0.1015
C 8.03631 0.04476 -5.74913 -0.1099
C 7.83233 1.30378 -5.24061 -0.0877
C 6.86901 1.48608 -4.27392 -0.0885
C -2.34101 -0.82217 3.83511 -0.0293
C -2.24165 -1.90910 4.65952 0.0013
C -3.18085 -2.90317 4.50964 -0.0874
C -4.20281 -2.78144 3.59324 -0.0447
C -5.17911 -3.92305 3.52816 -0.2352
O -6.30546 -3.82659 3.06620 0.0911
C -4.73450 -5.27852 4.05209 -0.0878
C -5.39844 -6.39163 3.59457 -0.0020
C -5.03183 -7.62741 4.09335 -0.0661
C -4.00993 -7.70268 5.01128 -0.0643
C -3.32789 -6.59818 5.44923 -0.0007
C -3.71284 -5.36134 4.96680 -0.0989
C -3.01566 -4.11892 5.40613 -0.2537
O -2.30881 -4.04426 6.39903 0.0999
H -5.19637 -0.88460 0.91660 0.0642
H -5.66966 -2.53561 1.35549 0.0783
H -6.30130 -1.11458 2.27088 0.1027
H -3.67253 1.43369 2.54774 0.1277
H -3.92918 0.40404 1.15443 0.0864
H -1.34403 1.45045 2.30639 0.1060
H -1.24637 -0.13024 1.48660 0.1233
H -2.39994 2.34140 0.08118 0.1087
H -1.78500 0.77188 -0.60563 0.1071
H -0.24554 3.19596 0.13866 0.1064
H 0.33503 1.74098 0.93071 0.1057
H -0.00503 1.83603 -2.11030 0.1123
H 0.69939 0.52528 -1.08797 0.1106
H 1.78791 3.25908 -0.73375 0.1023
H 2.59301 1.72464 -0.49909 0.0980
H 3.33415 3.16494 -2.51922 0.0630
H 1.70576 2.86418 -3.22020 0.0935
H 2.35821 0.30961 -2.85424 0.0680
H 3.08211 1.16826 -4.23682 0.0751
H 5.63301 -1.28388 -1.10048 0.0349
H 3.88224 -1.01914 -0.79935 0.0253
H 4.45905 -1.81775 -2.28678 0.0179
H 4.76654 2.11914 -0.43261 0.0259
H 6.42439 1.52979 -0.82690 0.0452
H 5.70426 2.78768 -1.80847 -0.0122
H 5.71969 -1.69224 -4.09658 0.0916
H 7.43475 -2.01878 -5.73260 0.1042
H 8.81743 -0.11090 -6.49074 0.1037
H 8.41738 2.14974 -5.58699 0.1063
H 6.76037 2.49747 -3.87337 0.0635
H -1.58545 -0.05569 3.97550 0.1192
H -1.44852 -1.97149 5.39337 0.1252
H -6.19441 -6.32294 2.86166 0.1293
H -5.56525 -8.50442 3.74158 0.0975
H -3.74902 -8.69287 5.37886 0.1156
H -2.51301 -6.65395 6.16296 0.1259
C 7.40846 7.29511 -1.66907 -0.2161
C 6.88396 7.91727 -2.96956 -0.2073
C 6.55616 6.76700 -3.92870 -0.2114
S 6.13830 5.35979 -2.89621 0.6701
O 7.13456 4.33147 -3.08794 -0.3315
O 4.72971 5.07868 -3.01643 -0.3258
C 6.44134 6.16537 -1.33074 -0.2212
H 7.46384 8.02644 -0.86404 0.1166
H 8.41165 6.89262 -1.82934 0.1192
H 5.97800 8.48990 -2.75992 0.1160
H 7.60832 8.60074 -3.41097 0.1147
H 5.70922 7.00164 -4.56933 0.1018
H 7.41701 6.49129 -4.53585 0.1053
H 6.84569 5.44624 -0.62122 0.1103
H 5.48939 6.55589 -0.97074 0.1123
C 0.11213 5.80068 -4.25715 -0.2186
C 0.82715 6.34627 -5.49938 -0.2103
C 1.14757 7.82337 -5.23479 -0.2194
S 1.31889 7.98552 -3.45379 0.6617
O 0.25712 8.82576 -2.96223 -0.3179
O 2.70154 8.23724 -3.12821 -0.3371
C 0.92781 6.28431 -3.06272 -0.2279
H 0.03990 4.71370 -4.27658 0.1070
H -0.90145 6.20583 -4.20622 0.1194
H 1.75434 5.79088 -5.65681 0.1171
H 0.22093 6.23193 -6.39735 0.1136
H 2.07584 8.12896 -5.71144 0.0998
H 0.33520 8.47481 -5.55215 0.1035
H 0.38409 6.24097 -2.12140 0.1085
H 1.86956 5.73807 -2.98022 0.0930
C -9.30857 -8.62277 6.26735 -0.2177
C -9.84287 -10.05943 6.31741 -0.2155
C -9.61400 -10.68254 4.93520 -0.2203
S -8.18404 -9.84710 4.23807 0.6496
O -8.60619 -9.09574 3.08353 -0.3166
O -7.07143 -10.76243 4.18157 -0.3292
C -7.94033 -8.70981 5.59962 -0.2368
H -9.23942 -8.18179 7.26089 0.1160
H -9.97712 -8.00089 5.66757 0.1210
H -9.29308 -10.62575 7.07233 0.1165
H -10.89702 -10.08892 6.59055 0.1134
H -9.40681 -11.74806 4.99851 0.1022
H -10.45847 -10.50744 4.27099 0.1047
H -7.58263 -7.75537 5.22122 0.0939
H -7.20102 -9.14917 6.26963 0.1115
```

The SMILES is Cc1c(CCCCCCCC[Si](C)(C)c2ccccc2)ccc2c1C(=O)c1ccccc1C2=O.O=S1(=O)CCCC1.O=S1(=O)CCCC1.O=S1(=O)CCCC1. The value obtained for the HOMO-LUMO gap is 8.33 eV. Its spin multiplicity is 1.

---

Computed, not measured: a molecular structure, C29H29BF5MnN3O3PS3, with the ωB97M-V functional and the def2-TZVPD basis.

```
75
Properties=species:S:1:pos:R:3:mulliken_spin:R:1
Mn 0.35586 0.47922 -0.33598 4.0022
C -3.16052 -1.31316 6.05062 -0.0002
C -2.95176 -2.49558 5.12924 -0.0008
C -2.30975 -3.66945 5.83968 0.0002
C -2.31573 -4.88490 4.92726 0.0001
C -1.69755 -4.54744 3.58799 0.0001
C -1.19850 -5.53639 2.77319 0.0003
C -0.59006 -5.21819 1.56305 0.0004
F -0.12615 -6.22285 0.80718 0.0000
C -0.42997 -3.93215 1.15180 0.0038
C -0.92550 -2.91155 1.97205 0.0009
C -0.72102 -1.52970 1.57093 -0.0121
O -0.06047 -1.31634 0.52790 0.0347
C -1.26131 -0.53305 2.40519 0.0410
C -1.94231 -0.90135 3.53183 0.0036
N -2.11594 -2.16203 3.93476 0.0032
C -1.58350 -3.21044 3.16447 -0.0033
C -1.15961 0.93309 2.13050 -0.0102
O -1.65087 1.73171 2.88739 0.0083
O -0.52938 1.29014 1.02735 0.0020
H -3.66488 -1.67194 6.94858 0.0000
H -3.78843 -0.53877 5.60970 0.0000
H -2.20707 -0.86613 6.34909 0.0001
H -3.92164 -2.82054 4.74759 0.0004
H -2.85721 -3.87340 6.75938 0.0000
H -1.28252 -3.40149 6.10966 -0.0001
H -3.34525 -5.22363 4.78285 0.0000
H -1.76816 -5.71174 5.37727 0.0001
H -1.26869 -6.57685 3.07392 0.0001
H 0.06119 -3.68469 0.21425 -0.0002
H -2.36329 -0.11013 4.13497 0.0001
C 2.85216 -2.57200 1.38749 0.0111
N 3.59414 -1.96097 0.28090 0.0009
C 3.45370 -0.68589 -0.11222 0.0091
S 2.62864 0.44625 0.89634 0.0166
N 4.04994 -0.38402 -1.26311 0.0006
C 3.97624 0.88186 -1.98903 0.0054
H 3.03337 -3.64533 1.34796 -0.0002
H 1.78692 -2.38526 1.29005 -0.0054
H 3.19057 -2.18212 2.34245 -0.0015
H 3.92637 -2.60426 -0.41627 0.0000
H 4.40699 -1.16284 -1.79056 0.0002
H 3.57821 1.65098 -1.34292 -0.0026
H 3.32439 0.78199 -2.85362 0.0001
H 4.97506 1.16998 -2.32112 0.0003
S 1.12443 3.47941 -0.59494 0.0380
P 0.03589 3.12237 -2.18406 0.0018
S -1.09470 1.43381 -2.01865 -0.0947
C -1.11685 4.45335 -2.60309 -0.0016
C -2.44870 4.39287 -2.19844 0.0013
C -3.32165 5.42700 -2.52125 0.0003
C -2.86712 6.52093 -3.24682 0.0003
C -1.53561 6.58704 -3.64309 0.0000
C -0.66209 5.55705 -3.32301 0.0000
C 1.08239 2.96421 -3.66815 -0.0016
C 0.66304 2.21291 -4.76881 -0.0006
C 1.45650 2.14418 -5.90915 -0.0002
C 2.66551 2.82624 -5.95776 0.0001
C 3.08724 3.57236 -4.86510 0.0007
C 2.30150 3.63726 -3.71920 0.0011
H -2.79908 3.53404 -1.63901 -0.0004
H -4.35864 5.37713 -2.20299 0.0000
H -3.55074 7.32451 -3.50600 0.0001
H -1.17590 7.44359 -4.20276 0.0000
H 0.37227 5.61118 -3.63990 -0.0016
H -0.27200 1.66667 -4.72114 0.0028
H 1.13045 1.55534 -6.75853 0.0000
H 3.28270 2.77264 -6.84796 0.0000
H 4.03153 4.10430 -4.90272 0.0000
H 2.63166 4.19473 -2.84848 0.0001
F 1.22925 -0.43809 -1.75106 -0.0677
B 1.04290 -1.88588 -2.40138 0.0177
F 1.90244 -2.67857 -1.64440 0.0002
F 1.45993 -1.66393 -3.68932 -0.0006
F -0.29328 -2.16726 -2.23282 -0.0047
```

Its energy above the lowest of the compared OMol25 structures with the same formula, charge and spin is 0.2882 eV. The value obtained for the HOMO-LUMO gap (alpha / beta) is 6.27 / 7.28 eV. Its spin multiplicity is 5.

---

Computed, not measured: a single C2ClNO3 molecule in a non-equilibrium geometry, with the ωB97M-V functional and the def2-TZVPD basis.

```
7
Properties=species:S:1:pos:R:3:nbo_charge:R:1
C -0.80512 -0.24173 0.23109 0.8822
C 0.95897 0.00813 -1.21692 0.8346
N -0.09630 -0.31955 -1.03854 -0.5187
O -1.94764 -0.25637 0.47671 -0.5269
O 1.64458 0.42297 -2.02315 -0.4287
O 0.14751 0.07087 0.85391 -0.4384
Cl 0.09801 0.31568 2.71690 0.1958
```

Its energy above the lowest of the compared OMol25 structures with the same formula, charge and spin is 3.1303 eV. The SMILES is O=C=NC(=O)OCl. The value obtained for the HOMO-LUMO gap is 9.13 eV. Its spin multiplicity is 1.

---

no.,E_tot (hartree)
1,-5215.52490
2,-3760.49486
3,-4724.01333
4,-816.71516